(1)
The following is a quantum chemistry calculation of 2 unconnected molecules or ions with the total composition C5H14N2O in a non-equilibrium geometry, from the OMol25 dataset.

Last column: Mulliken spin population.
Element x y z (Å)
C 2.43654 1.66970 -1.24687  1.00
C 2.65256 0.84571 0.17297  -0.24
C 1.22839 0.91290 0.91279  1.17
C -0.00783 0.45391 0.03138  0.68
N -0.95225 0.06566 1.00416  -0.72
C -1.76831 -1.12162 0.75684  0.92
N -2.99320 -1.27553 0.79711  0.02
H 1.91835 1.04247 -1.95891  -0.01
H 1.85254 2.51015 -1.13007  -0.33
H 3.31025 2.16696 -1.55310  -0.45
H 3.35368 1.34093 0.85130  -0.09
H 2.90149 -0.27297 -0.07293  -0.06
H 1.08796 1.85515 1.41670  -0.24
H 1.17913 0.14295 1.70333  -0.04
H -0.24592 1.39498 -0.65339  0.20
H 0.32055 -0.39536 -0.55289  0.03
H -1.43189 0.78268 1.52318  -0.36
H -1.07527 -1.94751 0.56090  -0.10
H -3.53814 -0.40294 1.02258  -0.32
H -3.45774 -4.07015 -1.24570  -0.01
H -3.35923 -2.59166 -0.79480  -0.01
O -3.41165 -3.10639 -1.54458  -0.05

Force components x, y, z for each atom (eV/Å):
C 0.8 -2.4 2.5
C -2.7 0.1 -1.6
C 1.3 -2.3 -1.0
C 2.3 3.1 0.3
N -3.1 -2.7 -0.1
C 3.9 2.4 0.0
N -3.0 0.3 0.7
H 0.4 -0.2 -0.4
H -2.0 1.6 0.9
H 1.7 -0.2 -1.0
H 0.3 -0.3 -0.4
H -0.2 2.2 0.6
H -0.2 0.6 -0.2
H 0.5 0.4 -0.1
H -0.3 -2.0 1.0
H -0.2 -0.1 -0.4
H -0.2 0.5 -0.2
H -0.5 -0.1 -0.3
H 0.9 -0.9 -0.4
H 0.1 2.2 -0.5
H 0.2 1.9 3.2
O -0.3 -4.2 -2.7

Charge: -1
2S+1: 2
Gap between HOMO and LUMO (spin up / spin down): 2.494 / 9.136 eV
Maximum force: 0.09652 hartree/bohr
E: -383.5431 Eh
LUMO level (spin up / spin down): 3.80 / 3.73 eV
Relative energy (zero: lowest compared OMol25 entry of this formula, charge and spin): 1.704 eV

---

(2)
The following is a quantum chemistry calculation of a single C5H14N2O molecule in a non-equilibrium geometry, from the OMol25 dataset.

Last column: natural (NBO) charge in e.
Element x y z (Å)
C -0.07281 0.61431 -0.93535  0.12
C 1.42965 -0.03446 -0.30267  -0.07
C -1.12294 -0.22156 -0.29947  -0.08
C 1.62914 -1.53661 -0.17325  -0.64
C -1.43086 -0.03054 1.17017  -0.65
N -2.40910 0.18645 -1.21686  -0.87
N 1.71496 0.72979 0.90589  -0.87
O -0.08986 1.94965 -0.59581  -0.74
H 0.43948 2.01303 0.23275  0.50
H -0.06157 0.48404 -2.01925  0.19
H 2.11746 0.34545 -1.06550  0.19
H -1.01730 -1.27595 -0.55885  0.21
H 2.71224 0.81432 1.07270  0.37
H -3.24969 0.33786 -0.66433  0.34
H -2.32775 1.06528 -1.72243  0.36
H 1.30325 0.28323 1.71805  0.36
H 1.35962 -2.03310 -1.10350  0.22
H -0.87029 0.70724 1.74158  0.21
H -2.44991 0.27761 1.40404  0.23
H 1.02072 -1.94900 0.63224  0.20
H 2.67313 -1.77301 0.04919  0.21
H -1.29758 -0.95401 1.73068  0.21

Force components x, y, z for each atom (eV/Å):
C 3.6 -2.1 2.0
C -0.9 1.7 -1.6
C -4.0 1.5 -2.5
C -0.5 0.3 -0.1
C -0.1 -0.1 1.2
N 0.5 -0.8 1.2
N -0.1 -0.1 0.3
O -0.1 0.4 0.2
H -0.1 0.0 -0.4
H 0.0 0.0 0.1
H 0.1 -0.1 0.1
H 0.3 0.2 0.2
H -0.2 0.0 0.0
H 0.2 -0.4 0.2
H 0.8 -0.1 0.3
H 0.1 0.0 0.0
H 0.0 -0.1 0.0
H 0.5 0.3 -0.5
H -0.2 -0.1 -0.5
H -0.1 -0.1 0.0
H 0.0 0.1 0.0
H 0.1 -0.3 -0.1

2S+1: 1
Gap between HOMO and LUMO: 9.686 eV
SMILES: C[C@H](N)[C@H](O)[C@@H](C)N
Maximum force: 0.09621 hartree/bohr
E: -383.6143 Eh
LUMO level: 0.88 eV
Relative energy (zero: lowest compared OMol25 entry of this formula, charge and spin): 2.350 eV

---

(3)
The following is a quantum chemistry calculation of 2 unconnected molecules or ions with the total composition C5H14N2O in a non-equilibrium geometry, from the OMol25 dataset.

Last column: natural (NBO) charge in e.
Element x y z (Å)
C -1.33363 -0.99346 0.56279  -0.21
C -1.25870 -0.41029 -0.90994  -0.43
C -0.15755 0.63253 -0.92781  -0.10
C 1.01928 0.02061 -0.68154  0.00
N 2.16853 0.88165 -0.39886  -0.85
C -0.53300 2.08708 -1.04870  -0.66
N -1.99115 -2.21708 0.97023  -0.82
H -0.33386 -0.97613 1.11289  0.18
H -1.78151 -0.22526 1.12270  0.18
H -0.97713 -1.36992 -1.52999  0.19
H -2.21877 -0.04951 -1.14640  0.21
H 1.26791 -0.96669 -0.91448  0.20
H 2.96880 0.43090 -0.84020  0.39
H 1.89903 1.83376 -0.46496  0.38
H 0.31234 2.76335 -1.15312  0.21
H -0.99761 2.69116 -0.18397  0.22
H -1.29251 2.30931 -1.87529  0.23
H -1.49979 -3.04151 0.57175  0.35
H -2.90235 -2.27870 0.76848  0.35
H 2.31576 0.34411 1.98243  0.49
H 2.36674 -1.09562 2.61258  0.46
O 2.95917 -0.37031 2.37139  -0.95

Force components x, y, z for each atom (eV/Å):
C 1.2 0.4 1.0
C 1.7 -3.3 0.7
C -1.0 -2.0 0.3
C 1.3 5.8 -0.5
N -1.2 -3.6 0.2
C -1.0 1.8 0.5
N 4.8 -0.9 -0.2
H -0.8 -0.4 -1.4
H -1.1 1.3 0.8
H -0.6 2.0 0.5
H -1.2 0.4 -0.7
H -0.1 -1.5 0.3
H 0.2 1.4 0.2
H 0.7 0.8 -0.6
H 0.4 -0.2 -0.8
H 0.2 -1.7 -0.5
H 1.3 -0.6 0.8
H -0.7 0.8 0.4
H -4.2 -0.1 -1.0
H 1.9 -2.0 0.8
H 0.1 0.2 0.0
O -2.0 1.8 -0.9

2S+1: 1
Gap between HOMO and LUMO: 8.718 eV
SMILES: C/C(=C\N)CCN.O
Maximum force: 0.11559 hartree/bohr
E: -383.5702 Eh
LUMO level: 0.81 eV
Relative energy (zero: lowest compared OMol25 entry of this formula, charge and spin): 3.550 eV

---

Please write out number 3 again, unchanged.
The following is a quantum chemistry calculation of 2 unconnected molecules or ions with the total composition C5H14N2O in a non-equilibrium geometry, from the OMol25 dataset.

Last column: natural (NBO) charge in e.
Element x y z (Å)
C -1.33363 -0.99346 0.56279  -0.21
C -1.25870 -0.41029 -0.90994  -0.43
C -0.15755 0.63253 -0.92781  -0.10
C 1.01928 0.02061 -0.68154  0.00
N 2.16853 0.88165 -0.39886  -0.85
C -0.53300 2.08708 -1.04870  -0.66
N -1.99115 -2.21708 0.97023  -0.82
H -0.33386 -0.97613 1.11289  0.18
H -1.78151 -0.22526 1.12270  0.18
H -0.97713 -1.36992 -1.52999  0.19
H -2.21877 -0.04951 -1.14640  0.21
H 1.26791 -0.96669 -0.91448  0.20
H 2.96880 0.43090 -0.84020  0.39
H 1.89903 1.83376 -0.46496  0.38
H 0.31234 2.76335 -1.15312  0.21
H -0.99761 2.69116 -0.18397  0.22
H -1.29251 2.30931 -1.87529  0.23
H -1.49979 -3.04151 0.57175  0.35
H -2.90235 -2.27870 0.76848  0.35
H 2.31576 0.34411 1.98243  0.49
H 2.36674 -1.09562 2.61258  0.46
O 2.95917 -0.37031 2.37139  -0.95

Force components x, y, z for each atom (eV/Å):
C 1.2 0.4 1.0
C 1.7 -3.3 0.7
C -1.0 -2.0 0.3
C 1.3 5.8 -0.5
N -1.2 -3.6 0.2
C -1.0 1.8 0.5
N 4.8 -0.9 -0.2
H -0.8 -0.4 -1.4
H -1.1 1.3 0.8
H -0.6 2.0 0.5
H -1.2 0.4 -0.7
H -0.1 -1.5 0.3
H 0.2 1.4 0.2
H 0.7 0.8 -0.6
H 0.4 -0.2 -0.8
H 0.2 -1.7 -0.5
H 1.3 -0.6 0.8
H -0.7 0.8 0.4
H -4.2 -0.1 -1.0
H 1.9 -2.0 0.8
H 0.1 0.2 0.0
O -2.0 1.8 -0.9

2S+1: 1
Gap between HOMO and LUMO: 8.718 eV
SMILES: C/C(=C\N)CCN.O
Maximum force: 0.11559 hartree/bohr
E: -383.5702 Eh
LUMO level: 0.81 eV
Relative energy (zero: lowest compared OMol25 entry of this formula, charge and spin): 3.550 eV

---

Copy entry 2 word for word.
The following is a quantum chemistry calculation of a single C5H14N2O molecule in a non-equilibrium geometry, from the OMol25 dataset.

Last column: natural (NBO) charge in e.
Element x y z (Å)
C -0.07281 0.61431 -0.93535  0.12
C 1.42965 -0.03446 -0.30267  -0.07
C -1.12294 -0.22156 -0.29947  -0.08
C 1.62914 -1.53661 -0.17325  -0.64
C -1.43086 -0.03054 1.17017  -0.65
N -2.40910 0.18645 -1.21686  -0.87
N 1.71496 0.72979 0.90589  -0.87
O -0.08986 1.94965 -0.59581  -0.74
H 0.43948 2.01303 0.23275  0.50
H -0.06157 0.48404 -2.01925  0.19
H 2.11746 0.34545 -1.06550  0.19
H -1.01730 -1.27595 -0.55885  0.21
H 2.71224 0.81432 1.07270  0.37
H -3.24969 0.33786 -0.66433  0.34
H -2.32775 1.06528 -1.72243  0.36
H 1.30325 0.28323 1.71805  0.36
H 1.35962 -2.03310 -1.10350  0.22
H -0.87029 0.70724 1.74158  0.21
H -2.44991 0.27761 1.40404  0.23
H 1.02072 -1.94900 0.63224  0.20
H 2.67313 -1.77301 0.04919  0.21
H -1.29758 -0.95401 1.73068  0.21

Force components x, y, z for each atom (eV/Å):
C 3.6 -2.1 2.0
C -0.9 1.7 -1.6
C -4.0 1.5 -2.5
C -0.5 0.3 -0.1
C -0.1 -0.1 1.2
N 0.5 -0.8 1.2
N -0.1 -0.1 0.3
O -0.1 0.4 0.2
H -0.1 0.0 -0.4
H 0.0 0.0 0.1
H 0.1 -0.1 0.1
H 0.3 0.2 0.2
H -0.2 0.0 0.0
H 0.2 -0.4 0.2
H 0.8 -0.1 0.3
H 0.1 0.0 0.0
H 0.0 -0.1 0.0
H 0.5 0.3 -0.5
H -0.2 -0.1 -0.5
H -0.1 -0.1 0.0
H 0.0 0.1 0.0
H 0.1 -0.3 -0.1

2S+1: 1
Gap between HOMO and LUMO: 9.686 eV
SMILES: C[C@H](N)[C@H](O)[C@@H](C)N
Maximum force: 0.09621 hartree/bohr
E: -383.6143 Eh
LUMO level: 0.88 eV
Relative energy (zero: lowest compared OMol25 entry of this formula, charge and spin): 2.350 eV

---

Question: Among the records above, which one has the lowest relative energy (zero: lowest compared OMol25 entry of this formula, charge and spin)?
Answer: number 1

---

Question: 2S+1 of number 2 (C5H14N2O)?
Answer: 1